A:
Entry from the OMol25 dataset: a single C3H3IN2O molecule (ωB97M-V/def2-TZVPD).

Last column: Löwdin charge in e.
Positions of all 10 atoms, in Å:
N 0.581 2.644 -0.120  0.178
C -1.273 -0.353 -0.012  0.007
C 0.069 -0.801 0.064  -0.647
I 3.044 -0.409 -0.006  0.949
H -1.605 -0.460 -1.071  0.131
C 0.686 1.522 0.019  -0.387
O 0.489 -1.976 0.040  -0.041
N 1.019 0.176 0.102  -0.393
H -1.148 0.698 0.385  0.094
H -1.863 -1.041 0.598  0.110

Results
**Highest occupied orbital energy**: -10.111 eV
**Multiplicity**: 1
**SMILES**: CC(=O)N(I)C#N
**Frontier orbital gap**: 8.6 eV

=====

B:
Entry from the OMol25 dataset: 2 unconnected molecules or ions with the total composition C3H3IN2O (ωB97M-V/def2-TZVPD).

Last column: Löwdin charge in e.
Positions of all 10 atoms, in Å:
H -3.606 -1.303 0.500  -0.269
C 0.781 0.397 -0.022  -0.325
I -4.676 -0.027 0.093  0.260
C 1.621 -0.591 0.246  -0.087
N -1.293 -0.286 -1.474  0.145
O 0.927 1.700 0.345  0.050
C -0.347 0.060 -0.907  -0.152
H 2.564 -2.116 0.851  0.074
H 0.150 2.239 0.260  0.103
N 2.468 -1.440 0.124  0.200

Results
**Highest occupied orbital energy**: -9.081 eV
**Multiplicity**: 1
**SMILES**: N#CC(O)=C=N.I
**Frontier orbital gap**: 9.1 eV

=====

Least stable structure: B